Record 1
This record from OMol25 describes the molecule C3H7N3OS. The level of theory is ωB97M-V/def2-TZVPD.

The value obtained for the HOMO-LUMO gap is 10.14 eV. The total energy is -20575.5677 eV. The calculation puts the lowest unoccupied orbital energy at 0.482 eV. The value obtained for the molecular weight is 133.2 g mol⁻¹. As for the SMILES: [H]/N=C(\NC=O)N(C)S. As for the relative energy (zero: lowest compared OMol25 entry of this formula, charge and spin): 60.33 kcal/mol.

Element x y z (Å)
C: 0.14156 0.53719 -2.33207
C: -0.06944 -0.45505 0.06264
C: 0.00650 -0.93889 2.41350
H: 1.20739 0.66657 -2.27104
H: -0.34395 1.36641 -2.69672
H: -0.21592 -0.38673 -2.82137
H: 0.61806 2.36852 0.19560
H: 0.58825 -2.22409 0.29208
H: -1.32880 0.26730 1.49635
H: 1.13386 -1.11260 2.26189
N: -0.38543 0.60174 -0.93398
N: 0.59065 -1.39485 -0.36512
N: -0.49658 -0.22218 1.38745
O: -0.74049 -1.26571 3.49433
S: -0.70567 2.19236 -0.18352

Record 2
This record from OMol25 describes the molecule C17H27N5O3. The level of theory is ωB97M-V/def2-TZVPD.

The value obtained for the HOMO-LUMO gap is 10.03 eV. The total energy is -31658.3133 eV. The calculation puts the lowest unoccupied orbital energy at 0.754 eV. The value obtained for the molecular weight is 349.4 g mol⁻¹. As for the SMILES: CCCCn1cc([C@]2(C)COCCN2C(=O)[C@@H]2ON=C(C)[C@H]2C)nn1. As for the relative energy (zero: lowest compared OMol25 entry of this formula, charge and spin): 81.42 kcal/mol.

Element x y z (Å)
C: 5.66414 -4.42627 0.12217
C: 5.20085 -3.10517 -0.47573
C: 3.68668 -3.02617 -0.59796
C: 3.23279 -1.70447 -1.19286
N: 1.78756 -1.62438 -1.32867
C: 0.87257 -1.24901 -0.41223
C: -0.33472 -1.43874 -1.04207
C: -1.71423 -1.18452 -0.49017
C: -1.87229 -1.84202 0.88333
C: -2.81413 -1.82448 -1.35758
O: -3.09104 -1.20651 -2.58725
C: -3.43346 0.14455 -2.37823
C: -2.27872 0.87171 -1.73666
N: -1.95115 0.28706 -0.43036
C: -1.41128 1.03511 0.56993
O: -0.78167 0.57053 1.50733
C: -1.72753 2.53957 0.54744
O: -0.89218 3.18750 -0.43526
N: -0.45293 4.41601 0.09247
C: -0.74672 4.47359 1.32505
C: -0.38352 5.65196 2.15695
C: -1.41707 3.23603 1.85877
C: -2.62429 3.47559 2.74792
N: -0.08179 -1.92098 -2.28877
N: 1.19507 -2.03459 -2.45045
H: 6.75074 -4.46930 0.19953
H: 5.25157 -4.56788 1.12296
H: 5.33872 -5.26730 -0.49274
H: 5.56052 -2.27538 0.14122
H: 5.65029 -2.97082 -1.46439
H: 3.31747 -3.83768 -1.23110
H: 3.22643 -3.15600 0.38693
H: 3.55722 -0.86547 -0.57499
H: 3.64347 -1.56840 -2.19277
H: 1.13250 -0.87108 0.55993
H: -1.96089 -2.91857 0.72031
H: -1.03584 -1.65241 1.54270
H: -2.78162 -1.48969 1.37235
H: -2.52045 -2.84881 -1.57839
H: -3.72738 -1.83721 -0.74193
H: -3.66113 0.57418 -3.35280
H: -4.32807 0.21703 -1.73916
H: -1.41079 0.77737 -2.39852
H: -2.49037 1.92781 -1.62730
H: -2.77918 2.69805 0.27374
H: 0.03514 5.32686 3.11083
H: 0.34021 6.27820 1.64054
H: -1.27025 6.25180 2.37393
H: -0.67313 2.65236 2.41010
H: -2.34296 3.99724 3.66311
H: -3.38235 4.07050 2.23377
H: -3.07083 2.52274 3.03500

Record 3
This record from OMol25 describes a structure of composition C13H17AsMnNO10S. The level of theory is ωB97M-V/def2-TZVPD.

The value obtained for the HOMO-LUMO gap (alpha / beta) is 7.31 / 6.75 eV. The total energy is -138720.0278 eV. Its net charge is -1. The calculation puts the lowest unoccupied orbital energy (alpha / beta) at 2.454 / 2.454 eV. The value obtained for the molecular weight is 509.2 g mol⁻¹. As for the expectation value of S²: 0.8704. The spin multiplicity is 2. As for the relative energy (zero: lowest compared OMol25 entry of this formula, charge and spin): 5.94 kcal/mol.

Element x y z (Å)
Mn: -0.57326 0.52723 0.80263
O: 3.60829 0.76126 1.16315
As: 1.95370 1.21780 0.68963
O: 1.24244 -0.02133 -0.15318
O: 0.97028 1.45982 1.99750
C: 2.36584 2.78917 -0.35377
C: 3.69742 3.00426 -0.69869
C: 4.06167 4.10716 -1.45625
C: 3.08838 5.00382 -1.87446
C: 1.75912 4.79327 -1.53578
C: 1.38487 3.69302 -0.77488
S: -0.36919 3.55335 -0.35326
O: -0.66820 2.11201 -0.49174
O: -1.04455 4.31050 -1.38644
O: -0.46211 4.04692 0.98935
H: 3.54193 -0.04736 1.68490
H: 4.45027 2.30245 -0.36813
H: 5.10117 4.26084 -1.71820
H: 3.36098 5.86709 -2.46935
H: 0.98346 5.46980 -1.86447
C: -4.40334 0.10828 0.09569
C: -2.93294 0.22434 0.42117
O: -2.08948 -0.37038 -0.30925
O: -2.53756 0.89583 1.42215
H: -4.54888 0.05464 -0.98097
H: -4.94185 0.95546 0.51434
H: -4.79604 -0.80951 0.54068
O: -0.81650 -3.10677 3.00023
C: -0.85157 -2.29448 1.95272
O: -0.49151 -1.14276 2.04649
C: -1.38281 -2.93009 0.67155
N: -1.48654 -4.39387 0.85192
C: -0.31595 -4.95599 0.15371
C: -0.10592 -4.06595 -1.06795
C: -0.48777 -2.66570 -0.55961
H: -2.36286 -2.47990 0.52629
H: -2.33347 -4.72448 0.40870
H: -1.12783 -3.97593 2.63827
H: -0.47926 -6.00919 -0.07471
H: 0.54738 -4.88892 0.82260
H: -0.76892 -4.38596 -1.87539
H: 0.91704 -4.10575 -1.44302
H: -1.03188 -2.08244 -1.29822
H: 0.37593 -2.06157 -0.28594

Record 4
This record from OMol25 describes a structure of composition C30H28N2PtSi. The level of theory is ωB97M-V/def2-TZVPD.

The value obtained for the HOMO-LUMO gap (alpha / beta) is 5.15 / 5.32 eV. The total energy is -45662.2561 eV. The calculation puts the lowest unoccupied orbital energy (alpha / beta) at -0.994 / -0.952 eV. The value obtained for the molecular weight is 639.7 g mol⁻¹. As for the expectation value of S²: 2.0149. The spin multiplicity is 3. As for the relative energy (zero: lowest compared OMol25 entry of this formula, charge and spin): 29.31 kcal/mol.

Element x y z (Å)
C: -1.65467 -1.43854 2.29380
C: -1.50160 -2.56548 1.34646
C: -0.18166 -2.99743 1.37407
H: -2.31868 -2.94997 0.71988
C: 0.63399 -2.17645 2.18071
C: -0.16049 -1.13634 2.76934
H: 0.17351 -0.73272 3.73721
H: -2.58126 -1.36460 2.90267
H: 0.20179 -3.88247 0.84555
H: 1.69129 -2.40084 2.40407
Pt: -1.36846 0.30733 1.53660
C: 1.54757 0.78752 -0.75951
H: 2.23245 -0.03796 -0.45587
H: 1.28649 1.30776 0.26730
H: 0.46967 0.39949 -0.70175
Si: 0.65973 -1.82234 -1.42126
C: 0.24787 -1.58034 -3.36142
C: -0.58033 -2.65169 -3.71773
H: -0.87933 -3.36139 -2.92810
C: -1.04012 -2.88939 -5.02303
H: -1.60154 -3.78965 -5.20566
C: -0.73940 -2.00166 -6.03582
H: -1.05844 -2.22147 -7.06370
C: -0.02248 -0.85970 -5.72469
H: 0.18551 -0.15546 -6.51279
C: 0.44295 -0.62880 -4.40695
H: 0.96431 0.31722 -4.20683
C: 2.53431 -2.42897 -1.72716
C: 3.08718 -2.88132 -2.96948
H: 2.52838 -2.75931 -3.89245
C: 4.36467 -3.49547 -3.01497
H: 4.68238 -3.97793 -3.93812
C: 5.19696 -3.50276 -1.90725
H: 6.16851 -3.98167 -1.93991
C: 4.76258 -2.88769 -0.74059
H: 5.40901 -2.85143 0.14251
C: 3.47448 -2.31760 -0.64425
H: 3.17037 -1.78182 0.25174
H: -0.25056 -2.90193 -0.88607
H: 1.90788 1.53977 -1.49073
C: -1.02694 4.26468 -0.66708
C: -0.85219 2.91567 -0.33640
N: -1.13116 2.42967 0.89248
C: -1.49981 3.28226 1.89181
C: -1.78438 4.65608 1.59556
C: -1.51787 5.13108 0.28193
C: -2.37759 5.42939 2.62354
C: -2.67876 4.88787 3.87121
C: -2.38945 3.51249 4.19318
C: -2.72275 2.86292 5.39530
C: -2.47150 1.51104 5.57618
C: -1.89367 0.79232 4.52770
N: -1.63970 1.37134 3.33119
C: -1.77933 2.72634 3.17711
H: -0.80410 4.55952 -1.68641
H: -0.49334 2.17441 -1.05086
H: -1.70814 6.15331 0.00387
H: -2.60769 6.47794 2.41173
H: -3.12754 5.50611 4.64755
H: -3.20000 3.41951 6.19881
H: -2.71619 0.94737 6.48854
H: -1.66272 -0.25781 4.53728

Q: Among the records above, which one has the lowest molecular weight?
A: C3H7N3OS

Q: Among the records above, which one has the highest relative energy (zero: lowest compared OMol25 entry of this formula, charge and spin)?
A: C17H27N5O3